# 1
The following is a quantum chemistry calculation of a structure of composition C25H15AlI2N6O4, from the OMol25 dataset.

Output
ΔE to the lowest compared entry with this formula, charge and spin in kJ/mol: 54.48
HOMO level in hartree: -0.2883
2S+1: 1
Strongest force on any atom in hartree/bohr: 0.0376
Frontier orbital gap in eV: 5.26
E_tot in hartree: -2429.2693

Atoms and positions in Å:
I1 -0.499 2.559 0.135
I2 0.687 4.914 -0.562
Al1 0.133 -0.245 -0.055
O1 0.447 -1.940 -0.137
O2 6.294 0.679 -3.169
O3 6.153 -1.570 -2.999
O4 1.933 -3.457 -0.810
N1 1.899 0.073 -0.950
N2 1.069 0.008 1.813
N3 -0.802 -0.159 -1.939
N4 -0.934 0.308 3.087
N5 -1.554 0.080 0.771
N6 -3.035 0.121 -1.126
C1 -2.136 0.037 -2.120
C2 -0.080 -0.411 -3.044
C3 5.812 -0.405 -2.880
C4 2.450 0.292 4.251
C5 -2.699 0.106 -3.410
C6 2.394 -0.190 1.917
C7 -2.784 0.072 0.135
C8 2.419 -1.157 -1.155
C9 -5.333 0.112 3.434
C10 3.116 -0.065 3.079
C11 -1.787 0.161 2.135
C12 -5.219 0.040 1.014
C13 3.646 -1.359 -1.758
C14 -0.577 -0.395 -4.325
C15 2.610 1.130 -1.352
C16 -1.925 -0.098 -4.521
C17 -3.954 0.153 3.551
C18 1.575 -2.318 -0.682
C19 -3.840 0.084 1.128
C20 -5.955 0.056 2.188
C21 4.377 -0.253 -2.172
C22 -3.215 0.139 2.381
C23 3.843 1.012 -1.962
C24 1.090 0.444 4.187
C25 0.403 0.263 2.971
H1 0.485 0.665 5.050
H2 4.176 -0.258 3.071
H3 -5.688 -0.014 0.046
H4 -3.759 0.287 -3.459
H5 2.990 0.409 5.177
H6 0.958 -0.663 -2.904
H7 -2.343 -0.067 -5.515
H8 -7.032 0.017 2.140
H9 2.171 2.102 -1.176
H10 0.076 -0.624 -5.152
H11 4.026 -2.360 -1.903
H12 4.408 1.876 -2.282
H13 -3.462 0.185 4.510
H14 2.917 -0.488 1.023
H15 -5.942 0.114 4.325



# 2
The following is a quantum chemistry calculation of a structure of composition C10H28CdN2O5, from the OMol25 dataset.

Output
HOMO level (spin up / spin down) in hartree: -0.4110 / -0.4054
2S+1: 2
Strongest force on any atom in hartree/bohr: 0.0964
Frontier orbital gap (spin up / spin down) in eV: 8.66 / 5.64
Total charge: +1
E_tot in hartree: -1050.8135

Atoms and positions in Å:
Cd1 -0.426 -1.316 -0.170
O1 -0.167 -3.271 -0.664
O2 1.433 -1.385 0.749
O3 -2.078 -1.061 -1.575
O4 -1.385 -1.763 1.829
O5 0.187 3.128 1.232
N1 -0.731 0.613 0.789
N2 0.896 -0.238 -1.627
C1 -3.028 1.325 0.608
C2 -1.602 1.688 0.439
C3 2.472 -0.591 0.067
C4 2.255 -0.631 -1.408
C5 -2.123 -2.348 -2.249
C6 0.629 4.495 1.254
C7 1.821 -1.925 2.080
C8 -1.153 2.973 1.238
C9 3.070 0.110 -2.346
C10 -1.384 -3.494 -1.508
H1 -1.690 3.815 0.803
H2 1.706 4.347 1.341
H3 2.878 -1.806 2.322
H4 1.235 -1.438 2.859
H5 0.586 -0.178 -2.587
H6 0.419 5.183 0.434
H7 -3.786 1.808 -0.009
H8 -1.399 2.845 2.292
H9 2.659 0.454 0.313
H10 -1.907 -2.551 1.983
H11 -0.026 1.308 0.988
H12 3.460 -1.025 0.221
H13 2.778 -0.272 -3.324
H14 -1.331 -1.340 2.686
H15 1.644 -2.994 2.203
H16 2.392 -1.678 -1.677
H17 -3.270 0.268 0.499
H18 4.125 -0.146 -2.247
H19 -3.143 -2.621 -2.517
H20 1.034 0.744 -1.434
H21 -3.358 1.385 1.645
H22 -1.466 1.883 -0.625
H23 -1.959 -4.208 -0.919
H24 2.963 1.191 -2.432
H25 0.321 4.847 2.238
H26 -0.910 -4.132 -2.254
H27 -0.902 0.271 1.723
H28 -1.741 -2.272 -3.267



# 3
The following is a quantum chemistry calculation of a structure of composition C29H43FeN3O8P, from the OMol25 dataset.

Output
HOMO level (spin up / spin down) in hartree: -0.1771 / -0.1791
2S+1: 5
Strongest force on any atom in hartree/bohr: 0.0113
Frontier orbital gap (spin up / spin down) in eV: 6.75 / 6.81
Total charge: -1
E_tot in hartree: -3502.2798

Atoms and positions in Å:
Fe1 -0.047 0.749 3.095
P1 -0.002 0.637 -0.582
O1 -4.245 0.606 3.350
O2 3.397 -6.514 1.286
O3 1.860 0.208 2.839
O4 4.947 -5.069 1.535
O5 3.955 -0.544 2.764
O6 -0.144 0.705 0.910
O7 -0.254 0.357 5.091
O8 -1.229 -1.053 6.557
N1 -2.006 -0.026 3.244
N2 3.786 -5.404 1.579
N3 -1.466 2.593 2.876
C1 3.194 -3.112 2.274
C2 -2.152 -1.084 -0.215
C3 0.530 -3.853 2.514
C4 1.799 0.592 -0.930
C5 -0.271 3.802 -3.228
C6 -0.493 4.707 -0.867
C7 -1.112 -1.293 -2.527
C8 2.403 -0.765 -0.512
C9 -0.940 4.849 -2.340
C10 2.382 1.106 -2.255
C11 -3.057 0.747 3.011
C12 -2.378 -0.672 -3.127
C13 3.183 -1.191 -2.878
C14 -3.604 -0.932 -2.251
C15 -0.715 2.399 -2.798
C16 -0.870 -0.914 -1.057
C17 2.785 -4.406 2.007
C18 2.256 -2.160 2.644
C19 0.157 3.348 -0.587
C20 1.459 -4.795 2.109
C21 2.481 -1.781 -1.655
C22 2.740 -0.716 2.788
C23 -1.127 -0.541 5.446
C24 2.446 0.057 -3.363
C25 -2.658 1.998 2.235
C26 0.928 -2.547 2.778
C27 -3.365 -0.398 -0.840
C28 -2.091 -0.982 4.330
C29 -0.645 2.213 -1.258
H1 0.212 3.168 0.486
H2 -1.224 3.471 2.434
H3 -3.515 2.668 2.207
H4 1.476 -2.101 -1.951
H5 -0.547 3.961 -4.273
H6 2.945 0.485 -4.236
H7 2.080 1.305 -0.149
H8 3.245 -1.933 -3.677
H9 -4.239 -0.556 -0.206
H10 -2.245 0.404 -3.227
H11 -0.125 1.642 -3.323
H12 3.412 -0.586 -0.127
H13 -1.983 -0.734 0.804
H14 0.818 3.902 -3.169
H15 -3.788 -2.012 -2.197
H16 -3.196 0.685 -0.891
H17 1.184 3.350 -0.962
H18 1.833 -1.175 0.326
H19 -0.513 -4.131 2.621
H20 -2.384 1.717 1.217
H21 3.008 -2.670 -1.302
H22 -1.747 2.273 -3.123
H23 -0.723 5.853 -2.708
H24 -1.218 -2.383 -2.563
H25 -3.092 -1.063 4.744
H26 1.180 -5.813 1.879
H27 -2.529 -1.072 -4.132
H28 -2.362 -2.159 -0.150
H29 3.409 1.423 -2.040
H30 -1.666 2.780 3.854
H31 -1.355 4.837 -0.207
H32 -1.652 2.250 -0.834
H33 1.849 1.991 -2.603
H34 0.191 -1.827 3.087
H35 4.233 -2.833 2.176
H36 0.221 5.494 -0.612
H37 -1.763 -1.983 4.020
H38 -4.489 -0.472 -2.697
H39 -0.133 -1.610 -0.638
H40 -2.024 4.714 -2.415
H41 4.210 -0.916 -2.607
H42 1.437 -0.220 -3.681
H43 -0.249 -1.044 -3.145



- Which value of 2S+1 does entry 1 give?
  1